# 1
Molecular formula: C5H6O2
Method: DFT, the ωB97M-V functional and the def2-TZVPD basis

Cartesian coordinates (Å):
C -0.9025 1.6600 0.0637
C -0.2818 0.8752 1.0095
C 0.5355 1.2048 -0.3890
C -0.6140 -0.4840 1.5687
C 0.9686 -1.0484 -1.9405
O -1.7336 2.3326 -0.4339
O 1.0289 1.3252 0.8882
H -0.5636 -0.5299 2.6203
H 0.1219 -1.2007 1.2120
H -1.5183 -0.9005 1.3974
H 0.5904 -0.4520 -2.7417
H 0.3427 -1.5674 -1.3880
H 2.0259 -1.2149 -1.8668

Output
LUMO energy (spin up / spin down) = 0.1 / -1.0 eV
E = -344.30920 a.u.
Orbital gap (spin up / spin down) = 8.841 / 7.465 eV
Total charge = 0
Spin multiplicity = 1

# 2
Molecular formula: C10H14Br3N2O2
Method: DFT, the ωB97M-V functional and the def2-TZVPD basis

Cartesian coordinates (Å):
N 2.4070 -0.3132 2.0711
C 1.9822 -0.6905 0.6436
C 1.8834 0.6153 -0.3427
C 0.4481 0.7997 -1.1130
C -0.8548 0.5637 -0.1269
C -1.8722 -0.6827 -0.5752
N -3.0783 -1.0037 0.3039
C -3.3808 -0.2290 1.5994
C -2.4510 1.0518 2.1273
C -1.1080 1.4828 1.2414
C -0.0731 2.7082 1.6859
O -0.1867 3.9236 1.0864
O 1.0062 2.5651 2.6816
H 2.7617 0.6712 2.0858
H 1.6228 -0.4554 2.7494
H 2.8310 -1.4227 0.2533
H 1.0072 -1.3329 0.7219
H 2.7376 0.4750 -1.1642
H 2.0768 1.6278 0.2505
H 0.3750 1.9369 -1.4687
H 0.4407 0.1456 -2.0849
H -1.6717 -1.3408 -1.5498
H -3.6819 -1.8128 -0.0311
H -4.3101 -0.5691 2.2268
H -2.6845 1.6540 3.1159
H 0.8242 1.7796 3.3083
C 0.5754 -2.5145 -4.0253
Br 1.3884 -3.3925 -2.4915
Br -1.1938 -1.8211 -3.6087
Br 1.7339 -1.1413 -4.7712
H 0.4454 -3.2782 -4.7992

Output
LUMO energy = -5.5 eV
E = -8370.83996 a.u.
Orbital gap = 6.482 eV
Total charge = +1
Spin multiplicity = 1

# 3
Molecular formula: C2H6NO2
Method: DFT, the ωB97M-V functional and the def2-TZVPD basis

Cartesian coordinates (Å):
C -1.0936 -0.9456 -1.3365
O -0.6760 0.3935 -1.5512
H -0.3181 -1.4626 -0.7783
H -2.0621 -0.9788 -0.8231
H -1.2542 -1.3944 -2.3029
C 1.4268 0.5198 1.5893
N 0.3044 0.8668 0.9494
O 1.5679 -0.0495 2.6725
H 2.4051 0.6944 1.0536
H -0.1389 0.6536 -0.7469
H -0.1612 1.7028 1.2741

Output
LUMO energy = 4.3 eV
E = -285.03535 a.u.
Orbital gap = 7.413 eV
Total charge = -1
Spin multiplicity = 1

# 4
Molecular formula: C21H61NO10
Method: DFT, the ωB97M-V functional and the def2-TZVPD basis

Cartesian coordinates (Å):
C -0.5267 1.1308 -2.6604
C -0.9350 0.2560 -3.8542
C -1.2212 -1.1737 -3.3728
C -2.2251 0.8442 -4.4368
C -2.0803 1.8481 -5.5968
C -1.0053 1.4804 -6.6254
C 0.3393 1.1334 -5.9312
C 1.2417 0.4585 -6.9490
C 0.9484 2.4848 -5.4810
N 0.1192 0.1722 -4.8553
O 1.3218 -0.3236 -4.2928
H 0.4012 0.7464 -2.2088
H -0.3258 2.1822 -2.8520
H -1.1846 1.0049 -1.7923
H -2.2649 -1.2928 -3.0610
H -1.1182 -2.0002 -4.0756
H -0.6374 -1.3570 -2.4670
H -2.8886 0.0575 -4.8024
H -2.8070 1.4376 -3.7277
H -3.0977 1.9275 -5.9917
H -1.8909 2.8726 -5.2637
H -0.8563 2.3778 -7.2220
H -1.3075 0.6223 -7.2304
H 2.2423 0.2271 -6.5829
H 1.4234 1.0625 -7.8414
H 0.7336 -0.4545 -7.2693
H 1.8759 2.2572 -4.9496
H 0.2998 3.0771 -4.8338
H 1.1345 3.1641 -6.3148
H 1.3876 -1.2037 -4.6833
C 0.2929 -1.3943 0.9211
C 0.6758 -0.2103 1.7912
O 1.3602 -0.6574 2.9648
H 1.2127 -1.8944 0.6045
H -0.1288 -1.0287 -0.0228
H -0.4367 -2.0524 1.3866
H -0.2888 0.2695 2.0106
H 1.2441 0.5206 1.2133
H 0.7395 -0.3665 3.6492
C 5.5991 2.6072 0.0863
C 4.1075 2.7068 0.4611
O 3.8919 2.1473 1.7305
H 5.8291 1.5575 -0.1143
H 6.2886 3.0360 0.8091
H 5.8283 3.0961 -0.8695
H 3.5209 2.1572 -0.2830
H 3.8116 3.7547 0.4149
H 3.8087 1.1810 1.6671
C -1.7741 -2.2847 6.1250
C -0.6451 -1.7584 5.1942
O -0.6605 -0.3354 5.0902
H -1.4571 -3.0280 6.8534
H -2.5482 -2.6107 5.4376
H -2.1222 -1.4590 6.7489
H -0.6273 -2.3152 4.2585
H 0.3158 -2.0827 5.6218
H -0.4558 -0.0507 5.9881
C -2.9535 -3.1827 -0.8080
O -2.1011 -4.3156 -0.7316
H -3.8123 -3.3007 -0.1353
H -2.4766 -2.2655 -0.4728
H -3.3782 -3.0913 -1.8092
H -2.5386 -5.0597 -1.1533
C -3.5665 0.1228 3.7608
O -3.5946 1.0325 4.8349
H -3.3490 -0.8887 4.1090
H -4.4949 0.1740 3.1888
H -2.8260 0.4230 3.0083
H -2.7084 1.3459 5.0238
C -2.6632 -3.7124 2.6597
O -3.2101 -4.7815 1.8847
H -1.5803 -3.8832 2.6073
H -2.8250 -2.7188 2.2266
H -3.0271 -3.8159 3.6782
H -2.5404 -5.0333 1.2408
C 4.3269 -1.6140 0.6242
O 3.5566 -0.5845 1.2277
H 4.9448 -2.0858 1.3992
H 3.7362 -2.4611 0.2532
H 4.9397 -1.2368 -0.1878
H 3.0311 -1.0143 1.9230
C -2.6210 2.8707 1.5793
O -3.0373 3.8523 0.6110
H -2.0403 3.4164 2.3358
H -3.4701 2.4421 2.0989
H -1.9346 2.1698 1.1001
H -2.2806 3.9988 0.0394
C 3.0442 1.2586 5.2608
O 3.9251 2.2644 5.6925
H 3.4991 0.2601 5.1696
H 2.2214 1.0343 5.9389
H 2.6921 1.5049 4.2563
H 4.6346 2.3504 5.0524

Output
LUMO energy = 0.4 eV
Structure (SMILES) = CC1(C)CCCC(C)(C)N1O.CCO.CCO.CCO.CO.CO.CO.CO.CO.CO
E = -1643.64056 a.u.
Orbital gap = 8.763 eV
Total charge = 0
Spin multiplicity = 1

# 5
Molecular formula: C27H80O13
Method: DFT, the ωB97M-V functional and the def2-TZVPD basis

Cartesian coordinates (Å):
O -0.3119 4.4505 -3.5347
H -0.0076 3.6971 -4.0406
H 0.0910 4.3398 -2.6735
O -0.4564 5.2582 3.1396
H -0.0385 5.9579 3.6416
H -0.7940 4.6558 3.8025
O -2.4842 7.9424 1.8832
H -1.9919 7.2105 1.5114
H -2.4752 7.7829 2.8269
O 0.0299 1.5560 -5.9619
H -0.5534 0.8306 -6.1849
H 0.1573 2.0239 -6.7873
C 5.4692 2.3034 -2.4002
C 5.7430 1.9019 -3.8317
C 4.4246 1.6399 -4.5611
O 6.4555 2.9254 -4.4786
H 6.3504 2.7724 -1.9624
H 5.1652 1.4458 -1.8000
H 4.7183 3.0826 -2.2697
H 6.3989 1.0324 -3.7873
H 3.7952 2.4910 -4.3010
H 3.9046 0.7876 -4.1237
H 4.5374 1.3994 -5.6182
H 5.8944 3.6217 -4.8278
C 6.0318 1.4061 7.0887
C 5.5141 2.8358 6.7804
C 4.2612 2.8001 5.8586
O 5.0109 3.4514 7.9557
H 6.8140 1.1309 6.3812
H 5.2901 0.6138 6.9879
H 6.3563 1.2378 8.1155
H 6.3799 3.4455 6.5221
H 3.3863 2.3594 6.3365
H 4.4854 2.3263 4.9029
H 4.0317 3.8591 5.7405
H 5.6915 3.5391 8.6271
C -0.1385 -4.8312 3.7389
C 1.1552 -4.9629 4.5555
C 2.4073 -5.3228 3.7254
O 1.4493 -3.7449 5.2613
H -0.9358 -4.6387 4.4567
H -0.4231 -5.7774 3.2787
H -0.1168 -4.0043 3.0291
H 0.9332 -5.7128 5.3147
H 2.5775 -4.7473 2.8155
H 2.3962 -6.3411 3.3366
H 3.2323 -5.3480 4.4373
H 2.3518 -3.8204 5.5797
C -6.8053 4.9661 1.0785
C -6.1131 5.1721 -0.2884
C -5.0445 4.1071 -0.5174
O -7.1197 4.8989 -1.2566
H -7.6806 5.6157 1.0778
H -6.1600 5.3690 1.8592
H -7.0628 3.9409 1.3444
H -5.7724 6.1967 -0.4371
H -5.3363 3.0825 -0.7481
H -4.4224 4.0443 0.3754
H -4.4496 4.4032 -1.3814
H -7.3474 3.9714 -1.1596
C 5.4317 -3.1566 -0.7100
C 6.7543 -3.5754 -0.0874
C 6.9241 -3.1689 1.3479
O 6.9948 -5.0143 -0.2119
H 4.6290 -3.7792 -0.3148
H 5.3790 -3.3899 -1.7735
H 5.2028 -2.0981 -0.5868
H 7.5579 -3.1060 -0.6549
H 7.8373 -3.6150 1.7419
H 6.1497 -3.5253 2.0272
H 6.9455 -2.0795 1.3188
H 7.9499 -5.1047 -0.2474
C -0.5702 0.9676 -1.2620
C -0.2579 1.5939 0.0952
C 0.8853 0.9289 0.8074
O -0.0254 2.9353 -0.0767
H 0.3003 1.0172 -1.9161
H -1.4028 1.4325 -1.7900
H -0.8339 -0.0866 -1.1763
H -1.1195 1.5527 0.7617
H 0.6898 -0.1183 1.0382
H 1.2477 1.4142 1.7136
H 1.7339 0.8190 0.1322
H -0.0221 3.3332 0.7970
C -7.1701 1.8100 -6.9082
C -5.7204 1.4952 -6.5823
C -4.7635 2.5783 -6.2366
O -5.7068 0.6867 -5.3748
H -7.7460 0.9261 -7.1824
H -7.1434 2.4286 -7.8053
H -7.7132 2.4095 -6.1777
H -5.3260 0.9127 -7.4149
H -5.2183 3.2223 -5.4840
H -4.4238 3.2123 -7.0556
H -3.8458 2.2164 -5.7731
H -6.2891 1.1533 -4.7707
C -5.3636 -3.1980 1.2809
C -5.6617 -1.9533 2.1541
C -5.6103 -0.7407 1.2927
O -6.9210 -2.1117 2.8078
H -5.9781 -3.2796 0.3842
H -5.6802 -4.0303 1.9096
H -4.3041 -3.2194 1.0256
H -5.0008 -1.7517 2.9971
H -6.3436 -0.7534 0.4863
H -4.6108 -0.5738 0.8912
H -5.9968 0.1492 1.7894
H -6.7084 -2.8528 3.3798
C 0.0213 -5.6347 -2.3794
C 0.7146 -6.4993 -1.3627
C -0.3311 -7.4201 -0.6519
O 1.5922 -7.3169 -2.1560
H 0.6963 -5.0731 -3.0252
H -0.4432 -4.8761 -1.7495
H -0.6985 -6.1348 -3.0274
H 1.2576 -5.9443 -0.5976
H -1.3212 -6.9729 -0.5633
H 0.0253 -7.5524 0.3697
H -0.5003 -8.4001 -1.0982
H 1.0024 -7.7181 -2.7984

Output
LUMO energy = 0.0 eV
E = -2054.67132 a.u.
Orbital gap = 9.794 eV
Total charge = 0
Spin multiplicity = 1

# 6
Molecular formula: C4H8O2
Method: DFT, the ωB97M-V functional and the def2-TZVPD basis

Cartesian coordinates (Å):
C 1.9867 -0.0227 -0.0779
O 0.7931 -0.7208 -0.3256
C -0.4354 -0.0219 -0.4037
C -1.5096 -0.9787 0.0768
C -0.5173 1.3179 0.3208
O -1.5121 1.7032 0.8859
H 2.8037 -0.6544 -0.4348
H 2.0444 0.9345 -0.6066
H 2.1325 0.1546 0.9957
H -0.6163 0.2472 -1.4626
H -1.4941 -1.8821 -0.5367
H -1.2952 -1.2607 1.1116
H -2.4977 -0.5172 0.0324
H 0.3607 1.9872 0.2387

Output
LUMO energy = 0.8 eV
Structure (SMILES) = CO[C@@H](C)C=O
E = -307.64564 a.u.
Orbital gap = 10.539 eV
Total charge = 0
Spin multiplicity = 1

Calculated values (g/mol) of M for the records, taken in order: 98.10, 433.95, 76.07, 487.72, 612.92, 88.11.